1.
A single C4H10OSSi molecule at a distorted geometry, computed with wB97M-V/def2-TZVPD.

Calculated values
Spin multiplicity = 3
Kohn-Sham gap (alpha / beta) = 6.021 / 7.196 eV
HOMO (alpha / beta) = -5.3 / -9.4 eV
⟨S²⟩ = 2.008
Maximum force = 11.06 eV Å⁻¹

The geometry in XYZ format:
```
17
Properties=species:S:1:pos:R:3:mulliken_spin:R:1
C -3.20 -1.22 0.17 0.972
C -2.33 -0.43 -0.43 0.762
C 2.48 -0.03 -0.71 -0.001
C 1.73 -0.44 0.53 -0.011
O 0.42 0.07 0.48 0.029
Si -0.14 1.58 0.42 0.029
S -2.22 1.40 0.07 0.130
H -3.36 -2.24 0.04 0.026
H -3.60 -0.75 0.98 0.027
H -1.67 -0.60 -1.25 0.024
H 1.74 -0.35 -1.55 -0.001
H 2.53 1.07 -0.93 -0.001
H 3.37 -0.53 -0.78 0.000
H 2.22 -0.22 1.44 0.002
H 1.55 -1.52 0.55 0.001
H 0.52 2.20 -0.84 0.001
H -0.03 2.00 1.82 0.009
```

=====

2.
15 unconnected molecules or ions with the total composition H30O15 at a distorted geometry, computed with wB97M-V/def2-TZVPD.

Calculated values
Spin multiplicity = 1
Kohn-Sham gap = 9.266 eV
HOMO = -10.0 eV
Maximum force = 3.33 eV Å⁻¹

The geometry in XYZ format:
```
45
Properties=species:S:1:pos:R:3:lowdin_charge:R:1
O 2.80 -6.14 -8.89 -0.063
H 3.68 -6.41 -9.13 0.003
H 2.26 -6.97 -8.84 0.051
O -0.50 -9.34 -8.55 -0.079
H -0.39 -9.94 -7.81 0.033
H 0.42 -9.10 -8.78 -0.028
O -0.05 -6.39 -8.14 -0.043
H -0.31 -7.12 -8.67 -0.003
H 0.00 -5.66 -8.79 0.004
O 2.30 -3.61 -7.55 -0.031
H 2.94 -2.93 -7.72 0.054
H 2.81 -4.37 -7.79 -0.022
O 3.05 -7.69 -11.62 -0.041
H 2.88 -6.85 -12.03 0.043
H 4.01 -7.61 -11.52 -0.019
O 4.74 -8.07 -8.76 -0.040
H 4.65 -8.78 -8.09 0.090
H 5.17 -8.52 -9.49 0.052
O 5.66 -7.26 -11.53 -0.034
H 6.09 -6.76 -10.84 -0.007
H 6.22 -7.88 -12.00 0.079
O 1.21 -5.38 -5.54 -0.068
H 1.67 -4.64 -5.17 0.013
H 1.36 -5.34 -6.51 0.000
O 3.63 -4.34 -10.70 -0.051
H 3.16 -4.92 -10.05 -0.007
H 3.13 -3.56 -10.80 0.000
O 2.04 -8.50 -6.85 -0.038
H 1.56 -8.65 -6.00 0.106
H 2.60 -7.84 -6.53 -0.043
O 0.36 -4.07 -9.62 -0.061
H 0.99 -3.80 -8.95 -0.009
H -0.18 -3.27 -9.85 0.082
O 5.09 -4.51 -7.81 -0.039
H 5.66 -4.94 -8.50 0.019
H 5.61 -4.16 -7.12 0.045
O 1.95 -9.10 -9.55 -0.067
H 2.31 -8.98 -8.64 0.012
H 2.39 -8.40 -10.04 -0.020
O 6.64 -5.93 -9.43 -0.010
H 7.56 -5.92 -9.64 0.081
H 6.51 -6.47 -8.64 0.067
O 4.06 -6.57 -6.17 -0.067
H 4.63 -7.32 -5.98 0.046
H 4.33 -6.12 -7.01 0.007
```

=====

3.
2 unconnected molecules or ions with the total composition C4H7NO2, computed with wB97M-V/def2-TZVPD.

Calculated values
Spin multiplicity = 1
Kohn-Sham gap = 8.931 eV
HOMO = -8.2 eV
Maximum force = 0.84 eV Å⁻¹
Structure (SMILES) = CN=C=CO.C=O

The geometry in XYZ format:
```
14
Properties=species:S:1:pos:R:3:lowdin_charge:R:1
C 2.34 -0.37 -0.54 -0.100
N 1.58 0.73 0.02 0.046
C 0.38 0.91 -0.01 -0.122
C -0.84 1.46 0.03 -0.174
O -1.94 0.92 0.70 -0.079
C -1.59 -1.16 0.23 -0.172
O -0.39 -1.27 0.42 -0.053
H 2.78 -0.09 -1.50 0.081
H 3.16 -0.57 0.15 0.075
H 1.74 -1.28 -0.67 0.069
H -1.13 2.17 -0.74 0.108
H -1.78 0.87 1.65 0.115
H -2.01 -0.88 -0.75 0.107
H -2.31 -1.45 1.01 0.099
```

=====

4.
4 unconnected molecules or ions with the total composition C19H16Br3N3O6 at a distorted geometry, computed with wB97M-V/def2-TZVPD.

Calculated values
Spin multiplicity = 1
Kohn-Sham gap = 9.135 eV
HOMO = -10.0 eV
Maximum force = 3.12 eV Å⁻¹
Structure (SMILES) = O=[N+]([O-])c1ccccc1.O=[N+]([O-])c1ccccc1.O=[N+]([O-])c1ccccc1.BrC(Br)Br

The geometry in XYZ format:
```
47
Properties=species:S:1:pos:R:3:lowdin_charge:R:1
C 2.87 10.14 5.47 -1.367
Br 2.30 10.31 7.42 0.462
Br 3.29 8.21 5.13 0.480
Br 4.62 11.20 5.08 0.447
H 2.03 10.45 4.85 -0.024
C -2.43 3.70 9.03 -0.058
C -3.56 3.33 8.23 -0.064
C -3.89 4.10 7.17 -0.026
C -3.20 5.29 6.93 -0.125
C -2.14 5.69 7.74 0.003
C -1.71 4.86 8.79 -0.059
N -3.83 6.34 6.07 -0.309
O -4.91 6.06 5.50 0.046
O -3.38 7.50 5.98 0.045
H -2.06 3.05 9.81 0.102
H -4.06 2.42 8.54 0.108
H -4.79 3.87 6.63 0.119
H -1.71 6.68 7.62 0.113
H -0.85 5.15 9.38 0.106
C 8.53 6.76 -1.01 -0.068
C 7.30 6.82 -0.32 -0.069
C 6.68 5.73 0.27 -0.013
C 7.33 4.51 0.17 -0.126
C 8.50 4.48 -0.65 -0.012
C 9.21 5.56 -1.16 -0.064
N 6.67 3.25 0.59 -0.327
O 5.58 3.38 1.19 0.057
O 7.40 2.28 0.55 0.081
H 8.99 7.57 -1.56 0.104
H 6.74 7.74 -0.28 0.103
H 5.73 5.80 0.77 0.118
H 8.90 3.49 -0.83 0.107
H 10.08 5.35 -1.76 0.110
C -2.14 14.91 5.73 -0.045
C -1.37 14.73 4.52 -0.059
C -0.17 15.38 4.36 -0.020
C 0.15 16.37 5.29 -0.133
C -0.65 16.60 6.43 -0.006
C -1.76 15.85 6.68 -0.078
N 1.35 17.18 5.06 -0.344
O 1.45 18.14 5.83 0.056
O 2.16 16.87 4.20 0.083
H -3.13 14.49 5.83 0.100
H -1.62 13.87 3.91 0.102
H 0.42 15.12 3.49 0.119
H -0.43 17.53 6.94 0.116
H -2.39 15.92 7.56 0.109
```

=====

5.
7 unconnected molecules or ions with the total composition C17H24Cl4N4O8, computed with wB97M-V/def2-TZVPD.

Calculated values
Spin multiplicity = 1
Kohn-Sham gap = 9.000 eV
HOMO = -9.0 eV
Maximum force = 0.86 eV Å⁻¹
Structure (SMILES) = C[N+](=O)[O-].C[N+](=O)[O-].C[N+](=O)[O-].C[N+](=O)[O-].ClC(Cl)(Cl)Cl.c1ccccc1.c1ccccc1

The geometry in XYZ format:
```
57
Properties=species:S:1:pos:R:3:lowdin_charge:R:1
C 14.02 -2.56 -8.16 -2.011
Cl 13.63 -1.71 -9.65 0.602
Cl 12.63 -2.43 -7.05 0.533
Cl 14.35 -4.25 -8.46 0.598
Cl 15.38 -1.78 -7.35 0.608
C 14.31 -5.57 -12.33 0.050
N 14.85 -4.19 -12.20 -0.445
O 14.44 -3.35 -12.98 0.069
O 15.66 -4.00 -11.31 0.004
H 13.48 -5.55 -13.02 0.094
H 14.05 -5.91 -11.33 0.085
H 15.12 -6.17 -12.73 0.103
C 14.82 1.58 -6.46 -0.001
N 14.07 2.53 -5.61 -0.447
O 14.71 3.41 -5.08 0.068
O 12.87 2.38 -5.49 0.060
H 14.14 0.82 -6.84 0.058
H 15.56 1.08 -5.85 0.089
H 15.32 2.10 -7.27 0.098
C 18.53 -3.21 -6.70 0.031
N 19.55 -3.42 -7.76 -0.448
O 19.48 -2.73 -8.75 0.074
O 20.37 -4.29 -7.56 0.064
H 19.08 -3.09 -5.77 0.101
H 17.89 -4.08 -6.69 0.096
H 17.98 -2.30 -6.91 0.041
C 12.07 -1.04 -3.28 0.059
N 13.52 -0.75 -3.48 -0.431
O 13.90 -0.54 -4.61 -0.002
O 14.22 -0.70 -2.49 0.083
H 11.58 -0.09 -3.12 0.106
H 11.98 -1.77 -2.48 0.098
H 11.70 -1.53 -4.18 0.073
C 18.27 1.19 -11.67 -0.095
C 17.17 1.37 -10.85 -0.099
C 16.53 0.27 -10.27 -0.123
C 16.99 -1.01 -10.47 -0.118
C 18.11 -1.19 -11.29 -0.090
C 18.73 -0.10 -11.88 -0.096
H 18.74 2.04 -12.14 0.099
H 16.81 2.36 -10.62 0.097
H 15.70 0.51 -9.61 0.066
H 16.53 -1.84 -9.96 0.043
H 18.51 -2.19 -11.38 0.099
H 19.63 -0.31 -12.46 0.103
C 12.54 -6.38 -5.54 -0.102
C 12.05 -7.66 -5.34 -0.097
C 12.93 -8.72 -5.23 -0.093
C 14.30 -8.48 -5.24 -0.100
C 14.79 -7.19 -5.36 -0.095
C 13.91 -6.13 -5.55 -0.122
H 11.90 -5.52 -5.66 0.092
H 10.98 -7.79 -5.32 0.102
H 12.60 -9.75 -5.10 0.101
H 14.98 -9.32 -5.20 0.102
H 15.87 -7.05 -5.33 0.100
H 14.25 -5.12 -5.72 0.064
```

=====

6.
A molecular structure, C24H36LiO18 at a distorted geometry, computed with wB97M-V/def2-TZVPD.

Calculated values
Spin multiplicity = 1
Kohn-Sham gap = 10.334 eV
HOMO = -11.9 eV
Charge = +1
Maximum force = 12.49 eV Å⁻¹

The geometry in XYZ format:
```
79
Properties=species:S:1:pos:R:3:lowdin_charge:R:1
Li 0.59 0.62 -0.24 0.664
C 5.15 -0.17 -4.45 0.015
C 5.16 0.74 -3.22 -0.219
C 4.58 2.19 -3.46 -0.178
O 3.79 2.34 -2.43 0.125
C 3.42 1.17 -1.96 -0.517
O 2.65 1.08 -0.93 0.043
O 4.12 0.23 -2.42 0.145
H 4.28 -0.20 -4.98 0.037
H 5.14 -1.11 -4.26 0.015
H 5.89 0.20 -5.30 0.152
H 6.01 1.06 -2.65 0.158
H 4.06 2.35 -4.47 0.157
H 5.41 2.84 -3.54 0.121
C -4.22 3.46 -0.07 -0.030
C -3.15 4.30 -0.64 -0.287
C -2.09 4.86 0.32 -0.086
O -1.02 3.93 0.31 0.096
C -1.19 3.08 -0.69 -0.505
O -0.41 2.18 -0.99 0.054
O -2.36 3.28 -1.39 0.064
H -3.79 2.51 0.35 0.105
H -4.91 3.11 -0.85 0.089
H -4.84 4.16 0.61 0.123
H -3.35 5.08 -1.28 0.129
H -2.38 4.96 1.48 0.182
H -1.85 5.84 0.05 0.108
C 1.05 -5.69 2.43 -0.041
C 0.20 -4.40 2.13 -0.233
C 0.25 -3.47 3.37 -0.081
O 0.55 -2.27 2.74 0.084
C 0.94 -2.38 1.52 -0.605
O 1.33 -1.39 0.87 0.098
O 0.69 -3.54 1.09 0.153
H 0.76 -6.37 1.60 0.074
H 0.87 -6.18 3.36 0.067
H 2.23 -5.66 2.24 0.135
H -0.98 -4.84 1.91 0.216
H 0.81 -3.83 4.08 0.083
H -0.68 -3.28 3.68 0.088
C -0.39 0.20 5.30 -0.049
C 0.56 1.17 4.89 -0.359
C 2.05 0.59 4.68 -0.019
O 2.31 0.92 3.31 0.101
C 1.26 1.37 2.70 -0.487
O 1.16 1.67 1.49 0.061
O 0.28 1.65 3.62 0.091
H -0.18 -0.11 6.32 0.104
H -0.57 -0.64 4.65 0.073
H -1.39 0.62 5.19 0.095
H 0.57 1.93 5.60 0.131
H 2.14 -0.67 4.94 0.207
H 2.55 1.20 5.37 0.096
C -4.93 -2.12 1.34 -0.026
C -4.29 -0.96 2.12 -0.302
C -3.32 -1.44 3.17 -0.117
O -2.13 -1.13 2.54 0.085
C -2.26 -0.38 1.49 -0.562
O -1.26 0.06 0.87 0.086
O -3.49 -0.22 1.21 0.137
H -6.08 -1.92 0.97 0.132
H -5.17 -2.98 1.91 0.045
H -4.20 -2.39 0.33 0.175
H -5.05 -0.37 2.62 0.153
H -3.34 -2.46 3.31 0.094
H -3.57 -1.11 4.30 0.189
C 0.77 0.84 -6.36 -0.015
C 0.02 -0.03 -5.38 -0.290
C 0.49 -1.49 -5.40 -0.014
O 0.86 -1.57 -4.07 0.160
C 0.40 -0.60 -3.38 -0.665
O 0.61 -0.49 -2.14 0.050
O -0.04 0.27 -4.05 0.238
H 0.41 1.93 -6.61 0.121
H 0.95 0.37 -7.44 0.143
H 1.74 1.14 -6.10 0.036
H -0.92 0.02 -5.75 0.122
H 1.09 -1.65 -6.05 0.044
H -0.37 -2.06 -5.45 0.135
```

=====

7.
5 unconnected molecules or ions with the total composition C38H69F6NO12S4Si at a distorted geometry, computed with wB97M-V/def2-TZVPD.

Calculated values
Spin multiplicity = 1
Kohn-Sham gap = 8.154 eV
HOMO = -7.8 eV
Maximum force = 2.28 eV Å⁻¹
Structure (SMILES) = C[C@H](F)[Si@H](CCCCCCCCCCCCn1cccc1)C(F)(F)c1cccc(C(F)(F)F)c1.CCOS(C)(=O)=O.CCOS(C)(=O)=O.CCOS(C)(=O)=O.CCOS(C)(=O)=O

The geometry in XYZ format:
```
131
Properties=species:S:1:pos:R:3:lowdin_charge:R:1
C 5.14 -1.96 -3.50 -0.078
C 5.86 -1.59 -2.21 -0.398
F 6.97 -2.45 -2.06 -0.088
Si 4.73 -1.76 -0.68 0.838
C 5.14 -0.41 0.58 -0.260
C 4.26 0.85 0.32 -0.270
C 4.75 1.72 -0.85 -0.184
C 3.99 1.46 -2.18 -0.206
C 3.42 2.70 -2.85 -0.196
C 1.99 3.08 -2.43 -0.209
C 1.00 1.93 -2.29 -0.213
C -0.48 2.42 -2.32 -0.187
C -1.44 1.40 -2.96 -0.189
C -2.30 0.66 -1.91 -0.183
C -1.73 -0.73 -1.55 -0.189
C -2.87 -1.69 -1.26 -0.159
N -2.45 -3.02 -0.84 -0.109
C -3.34 -4.02 -0.55 -0.089
C -2.64 -5.16 -0.15 -0.094
C -1.26 -4.80 -0.20 -0.111
C -1.17 -3.47 -0.64 -0.098
C 4.73 -3.55 0.03 -0.541
F 6.03 -3.90 0.31 0.036
F 4.00 -3.67 1.18 0.048
C 4.20 -4.49 -1.04 -0.152
C 2.79 -4.75 -1.14 -0.003
C 2.33 -5.59 -2.19 -0.037
C 3.24 -6.17 -3.12 0.008
C 4.64 -5.90 -3.01 -0.090
C 5.61 -6.47 -4.01 -0.615
F 5.44 -7.78 -4.22 0.151
F 6.89 -6.29 -3.65 0.149
F 5.46 -5.88 -5.21 0.133
C 5.12 -5.06 -1.97 0.050
H 5.82 -2.48 -4.18 0.085
H 4.77 -1.08 -4.02 0.070
H 4.27 -2.59 -3.30 0.054
H 6.26 -0.57 -2.24 0.095
H 3.35 -1.49 -1.15 0.039
H 6.18 -0.11 0.53 0.079
H 4.96 -0.73 1.61 0.075
H 4.32 1.45 1.23 0.101
H 3.21 0.56 0.22 0.086
H 4.71 2.78 -0.60 0.103
H 5.81 1.49 -1.00 0.099
H 4.71 1.03 -2.89 0.089
H 3.25 0.68 -2.00 0.071
H 3.41 2.54 -3.93 0.111
H 4.07 3.55 -2.69 0.093
H 1.99 3.69 -1.52 0.116
H 1.61 3.75 -3.21 0.103
H 1.17 1.12 -3.01 0.110
H 1.16 1.49 -1.30 0.103
H -0.49 3.37 -2.85 0.099
H -0.77 2.60 -1.28 0.104
H -2.12 1.95 -3.62 0.102
H -0.90 0.69 -3.59 0.098
H -2.39 1.26 -1.00 0.100
H -3.29 0.49 -2.34 0.102
H -1.11 -1.13 -2.35 0.113
H -1.10 -0.65 -0.66 0.111
H -3.51 -1.74 -2.15 0.130
H -3.48 -1.27 -0.45 0.102
H -4.42 -3.93 -0.64 0.105
H -3.04 -6.12 0.13 0.084
H -0.43 -5.44 0.08 0.076
H -0.28 -2.87 -0.77 0.095
H 2.11 -4.28 -0.44 0.102
H 1.27 -5.80 -2.31 0.096
H 2.89 -6.81 -3.92 0.115
H 6.18 -4.85 -1.92 0.116
O 6.19 5.46 -1.22 -0.280
S 6.71 5.74 -2.53 0.557
O 6.72 4.74 -3.54 -0.276
O 8.17 6.35 -2.38 -0.263
C 9.13 5.61 -1.61 -0.250
C 9.70 4.43 -2.37 -0.072
C 5.93 7.19 -3.16 -0.119
H 8.69 5.29 -0.66 0.114
H 9.93 6.32 -1.37 0.121
H 8.94 3.67 -2.55 0.070
H 10.52 3.97 -1.81 0.082
H 10.07 4.74 -3.35 0.085
H 5.95 7.96 -2.40 0.075
H 4.90 6.92 -3.40 0.077
H 6.45 7.50 -4.06 0.076
O -2.94 2.31 1.96 -0.279
S -3.06 1.06 2.64 0.560
O -3.50 -0.11 1.94 -0.282
O -3.95 1.25 3.94 -0.254
C -5.25 1.86 3.78 -0.240
C -6.27 0.89 3.22 -0.066
C -1.54 0.70 3.47 -0.114
H -5.18 2.76 3.16 0.117
H -5.55 2.18 4.77 0.101
H -6.04 0.62 2.19 0.055
H -7.26 1.34 3.24 0.084
H -6.28 -0.03 3.80 0.089
H -1.23 1.57 4.03 0.077
H -0.81 0.45 2.70 0.075
H -1.70 -0.16 4.12 0.078
O -6.23 2.02 7.34 -0.281
S -5.37 2.83 8.14 0.564
O -3.98 2.94 7.84 -0.272
O -5.54 2.41 9.67 -0.262
C -5.37 1.01 10.00 -0.248
C -3.91 0.60 10.04 -0.072
C -6.05 4.45 8.29 -0.119
H -5.94 0.40 9.30 0.114
H -5.82 0.90 10.98 0.122
H -3.46 0.63 9.05 0.071
H -3.82 -0.41 10.43 0.082
H -3.34 1.28 10.69 0.085
H -7.10 4.37 8.56 0.075
H -5.95 4.93 7.31 0.077
H -5.49 5.00 9.04 0.076
O -7.34 -1.29 -3.26 -0.274
S -7.44 -1.83 -1.94 0.566
O -6.98 -3.16 -1.65 -0.280
O -8.95 -1.69 -1.45 -0.264
C -9.98 -2.23 -2.30 -0.252
C -10.09 -3.73 -2.20 -0.073
C -6.72 -0.71 -0.79 -0.112
H -9.82 -1.90 -3.33 0.114
H -10.91 -1.76 -1.95 0.121
H -9.21 -4.22 -2.62 0.072
H -10.97 -4.08 -2.75 0.081
H -10.17 -4.05 -1.16 0.085
H -7.11 0.28 -0.98 0.080
H -5.65 -0.74 -0.94 0.051
H -6.97 -1.04 0.22 0.076
```

=====

8.
A single C22H25N3O2 molecule, computed with wB97M-V/def2-TZVPD.

Calculated values
Spin multiplicity = 1
Kohn-Sham gap = 8.580 eV
HOMO = -7.8 eV
Maximum force = 0.88 eV Å⁻¹
Structure (SMILES) = Cn1cc(CNC[C@H]2CCCO2)c(-c2ccc(Oc3ccccc3)cc2)n1

The geometry in XYZ format:
```
52
Properties=species:S:1:pos:R:3:lowdin_charge:R:1
C -2.35 -4.35 0.52 -0.022
N -1.93 -3.03 0.16 -0.212
C -2.71 -1.95 -0.09 -0.020
C -1.87 -0.90 -0.39 -0.136
C -0.57 -1.46 -0.30 -0.203
N -0.64 -2.74 0.05 0.128
C 0.74 -0.84 -0.50 -0.163
C 1.86 -1.42 0.09 -0.015
C 3.12 -0.88 -0.08 -0.010
C 3.28 0.26 -0.85 -0.259
C 2.17 0.84 -1.47 0.007
C 0.92 0.29 -1.30 -0.020
H 0.08 0.73 -1.81 0.101
H 2.32 1.71 -2.09 0.119
O 4.50 0.82 -1.13 0.035
C 5.51 0.78 -0.21 -0.263
C 5.30 0.86 1.17 -0.025
C 6.37 0.88 2.03 -0.082
C 7.67 0.82 1.54 -0.101
C 7.89 0.76 0.18 -0.086
C 6.82 0.74 -0.70 -0.006
H 6.97 0.69 -1.76 0.117
H 8.89 0.72 -0.21 0.103
H 8.51 0.83 2.23 0.098
H 6.20 0.94 3.10 0.104
H 4.29 0.92 1.55 0.120
H 3.98 -1.35 0.37 0.121
H 1.73 -2.31 0.69 0.108
C -2.29 0.50 -0.69 -0.197
N -3.66 0.71 -0.28 -0.068
H -3.75 0.53 0.72 0.119
C -4.14 2.06 -0.53 -0.180
C -5.59 2.19 -0.06 -0.323
C -6.53 1.19 -0.75 -0.137
H -7.01 1.63 -1.62 0.114
C -7.50 0.82 0.36 -0.155
H -7.96 -0.16 0.22 0.110
C -6.59 0.88 1.58 -0.207
H -7.12 1.10 2.51 0.120
O -5.69 1.95 1.34 -0.106
H -6.04 -0.06 1.69 0.115
H -8.29 1.57 0.44 0.113
H -5.94 0.32 -1.06 0.106
H -5.92 3.23 -0.23 0.146
H -4.10 2.24 -1.60 0.128
H -3.53 2.82 -0.02 0.125
H -2.26 0.67 -1.78 0.125
H -1.59 1.20 -0.22 0.126
H -3.77 -2.00 -0.04 0.122
H -1.46 -4.96 0.63 0.089
H -2.99 -4.77 -0.27 0.088
H -2.91 -4.34 1.46 0.088
```

=====

9.
A single CHNO3S2 molecule at a distorted geometry, computed with wB97M-V/def2-TZVPD.

Calculated values
Spin multiplicity = 1
Kohn-Sham gap = 8.807 eV
HOMO = -10.2 eV
Maximum force = 3.41 eV Å⁻¹
Structure (SMILES) = O=[N+]([O-])OC(=S)S

The geometry in XYZ format:
```
8
Properties=species:S:1:pos:R:3:lowdin_charge:R:1
C -0.29 0.04 -0.95 -1.146
N 0.90 -0.50 1.32 -0.538
O 1.82 -0.48 2.04 0.142
O -0.18 -0.89 1.53 0.079
O 1.11 0.03 0.09 -0.129
S -0.64 -1.37 -1.60 0.788
S -0.69 1.67 -1.03 0.849
H -2.04 1.49 -1.38 -0.044
```